(1)
Molecular formula: C38H42Br2ClLuN8O4P
Method: DFT, the ωB97M-V functional and the def2-TZVPD basis

Output
ΔE to the lowest compared entry with this formula, charge and spin   75.34 kJ/mol
Net charge   +1
Frontier orbital gap   0.233 Eh
E   -255715.8681 eV
E_LUMO   -2.96 eV

The geometry in XYZ format:
```
97
Properties=species:S:1:pos:R:3:forces:R:3
Lu -1.139487 -0.112174 0.141197 0.92 -0.23 0.57
C -1.247587 -0.329474 3.893897 -0.44 0.13 0.12
O -0.454087 -0.533474 2.731897 0.66 -0.39 0.08
C 0.744013 -1.184774 2.924997 0.09 -0.08 -0.54
C 1.311113 -1.419174 4.171097 -0.07 0.07 0.06
C 2.566413 -2.002674 4.271297 -0.01 0.00 -0.05
C 3.260913 -2.358874 3.129197 0.04 0.01 0.11
C 2.679613 -2.184474 1.888597 -0.20 0.21 -0.05
C 1.406813 -1.620574 1.756897 0.24 -0.04 0.70
N 0.751813 -1.518374 0.512697 0.10 -0.81 -1.39
N 1.285813 -2.357674 -0.334803 -0.33 0.72 1.22
C 0.922013 -2.538774 -1.593303 -0.76 0.44 -0.59
C -0.076287 -1.780774 -2.313703 0.43 -0.42 0.10
O -0.741587 -0.844074 -1.776303 0.27 -0.45 -0.69
C -0.299187 -2.101974 -3.696103 -0.07 0.07 -0.09
C 0.359913 -3.107974 -4.315903 -0.13 0.28 0.23
C 1.329913 -3.893474 -3.628603 0.30 -0.19 0.36
C 2.002113 -4.944774 -4.269103 0.08 -0.03 0.02
C 2.950913 -5.685674 -3.607203 -0.06 -0.05 -0.19
C 3.242113 -5.401274 -2.273903 -0.07 0.14 0.05
C 2.575313 -4.392474 -1.619503 0.10 -0.07 0.05
C 1.617513 -3.611074 -2.276503 0.12 -0.23 -0.35
H -1.474287 -1.282274 4.379697 0.05 0.05 -0.04
H -2.163487 0.145826 3.550597 0.04 -0.08 0.04
H -0.752187 0.341226 4.600497 0.03 -0.05 -0.05
H 0.787513 -1.166174 5.079597 -0.08 0.09 0.00
H 2.991813 -2.181674 5.246097 0.03 0.01 0.11
H 4.247713 -2.788674 3.204897 0.08 -0.08 0.00
H 3.191613 -2.499374 0.993397 0.04 0.01 -0.04
H -1.040887 -1.509674 -4.213003 -0.07 0.03 -0.02
H 0.158613 -3.333774 -5.354603 -0.04 0.00 -0.06
H 1.761613 -5.159174 -5.299003 -0.02 -0.05 -0.15
H 3.464413 -6.491574 -4.108503 0.03 -0.05 -0.08
H 3.996813 -5.975374 -1.756803 0.01 -0.06 0.08
H 2.771113 -4.186574 -0.580403 0.09 -0.04 0.08
Br -5.925887 0.517526 -1.274303 -0.11 -0.09 0.08
C -5.405187 -0.681674 0.092897 0.87 0.31 -0.29
C -6.372687 -1.330274 0.843397 -0.12 -0.45 0.60
C -6.000987 -2.186974 1.850497 -0.49 0.11 -0.05
Br -7.368187 -2.996974 2.897797 0.13 0.04 -0.09
C -4.646387 -2.479374 2.101097 0.24 0.11 -0.26
C -4.182387 -3.405274 3.056797 0.24 -0.02 -0.07
C -2.846087 -3.703874 3.093997 -0.14 0.03 0.00
C -1.966787 -3.042474 2.224997 0.23 0.17 -0.14
N -2.339087 -2.097474 1.387497 0.03 -0.02 -0.10
C -3.664687 -1.831074 1.296997 -0.57 0.15 -0.08
C -4.035887 -0.861974 0.301097 -1.35 -0.36 0.25
O -3.138887 -0.243274 -0.378503 -0.02 -0.07 -0.41
H -7.417387 -1.156074 0.640497 -0.08 0.05 0.00
H -4.882087 -3.885574 3.726997 -0.01 -0.02 -0.04
H -2.454587 -4.436774 3.782797 0.02 -0.06 0.03
H -0.912887 -3.288074 2.231897 0.11 0.01 0.06
C -2.902187 2.550426 -1.815503 0.05 -0.22 0.37
N -1.857587 2.568726 -2.823703 -0.07 -0.10 -0.04
C -2.310187 2.635426 -4.203003 0.05 0.03 -0.40
C -1.169487 2.314626 -5.153903 -0.01 0.21 0.11
C 0.060413 3.057026 -4.648403 -0.24 0.02 -0.20
N 0.389913 2.523526 -3.342703 -0.02 -0.22 0.04
C 1.779013 2.339126 -3.010603 0.01 -0.12 0.16
C -0.605987 2.238626 -2.459703 0.20 0.08 0.22
O -0.347987 1.778526 -1.317803 -0.23 -0.01 -0.16
H -3.794187 3.010826 -2.233603 0.01 0.02 -0.03
H -2.578787 3.122026 -0.943703 -0.11 -0.10 -0.04
H -3.135787 1.527426 -1.505003 -0.13 0.30 -0.06
H -2.697987 3.641526 -4.404903 -0.01 -0.11 0.02
H -3.132687 1.923926 -4.330103 0.04 0.07 0.00
H -1.423787 2.613426 -6.168303 -0.04 0.02 -0.03
H -0.960787 1.243226 -5.149103 0.02 -0.01 -0.04
H -0.152687 4.133426 -4.585803 0.08 -0.07 -0.06
H 0.915513 2.914526 -5.311903 -0.04 0.01 0.10
H 2.274913 3.310226 -2.891203 0.06 -0.08 0.03
H 2.286813 1.786526 -3.804903 0.02 0.00 0.08
H 1.836513 1.774726 -2.079303 0.06 0.04 -0.12
Cl -1.793387 1.833326 1.516297 -1.15 1.12 0.80
C 2.998613 4.205626 0.969597 0.17 0.47 -0.23
N 3.517213 2.888726 1.537297 0.26 0.14 0.13
C 3.296113 2.921426 3.042597 0.25 0.01 0.55
N 1.947613 3.188226 3.351997 0.02 0.24 0.33
C 1.506113 4.447826 2.779897 0.07 0.13 0.11
N 1.660213 4.436826 1.336897 0.00 0.38 0.07
C 0.712113 3.560726 0.681697 -0.41 -0.42 -0.30
P 0.872613 1.758426 1.184697 1.59 0.79 0.43
C 2.794613 1.740826 0.949797 -0.79 -0.80 -0.44
C 1.052813 2.095326 3.026497 -0.41 -0.49 -0.19
H 3.093913 4.161026 -0.117703 0.10 -0.09 0.09
H 3.635113 4.999326 1.371197 0.09 -0.16 -0.02
H 4.518413 2.807026 1.344297 -0.08 0.06 0.04
H 3.939013 3.706326 3.451297 0.03 -0.05 -0.16
H 3.592813 1.947726 3.445797 0.05 0.12 -0.16
H 2.091713 5.270426 3.203897 -0.02 -0.09 -0.04
H 0.455213 4.595226 3.024597 0.03 0.05 0.00
H 0.835513 3.638626 -0.401303 -0.05 -0.04 0.11
H -0.301987 3.877126 0.935097 0.13 -0.03 -0.13
H 3.017913 1.701326 -0.118703 0.04 0.07 0.04
H 3.166513 0.813926 1.401597 0.04 0.14 0.00
H 1.429613 1.190926 3.513797 -0.13 0.04 -0.02
H 0.060213 2.326826 3.416297 0.08 -0.10 0.01
```
Positions in Å, forces in eV/Å.

(2)
Molecular formula: C38H42Br2N5O3PtS
Method: DFT, the ωB97M-V functional and the def2-TZVPD basis

Output
ΔE to the lowest compared entry with this formula, charge and spin   109.13 kJ/mol
Net charge   +3
Expectation value of S²   6.017
Frontier orbital gap (spin up / spin down)   0.245 / 0.160 Eh
E   -207820.8840 eV
Spin multiplicity   5
E_LUMO (spin up / spin down)   -7.57 / -10.94 eV

The geometry in XYZ format:
```
92
Properties=species:S:1:pos:R:3:forces:R:3
Pt -0.921972 0.238930 1.003183 -0.19 -0.04 0.03
O 2.332081 -0.049823 0.634861 0.07 0.08 -0.07
C 3.176132 0.985550 0.338939 0.20 -0.52 0.16
C 1.729704 2.568127 0.025191 -0.70 0.67 -0.08
O 2.288933 3.381124 -0.605449 0.19 -0.10 -0.05
O 0.738303 2.213246 0.604706 0.34 -0.34 0.05
C 3.961586 0.791009 -0.910737 -0.07 0.04 0.15
C 4.515254 1.834960 -1.643707 0.13 0.15 -0.13
C 5.300961 1.569227 -2.754633 -0.03 0.10 0.03
C 5.557843 0.264871 -3.147149 0.05 0.05 -0.07
C 5.030491 -0.783652 -2.414938 -0.09 -0.06 0.11
C 4.240955 -0.523972 -1.304314 -0.01 -0.13 -0.12
C 3.837865 1.516751 1.561075 -0.11 -0.01 -0.15
C 4.022435 0.645741 2.638426 -0.03 -0.01 0.13
C 4.721354 1.060642 3.762013 -0.04 -0.03 -0.01
C 5.231848 2.349930 3.831422 0.00 0.00 0.01
C 5.048773 3.218565 2.764714 -0.03 0.04 -0.05
C 4.362911 2.806334 1.632199 0.08 0.09 0.02
H 2.185196 -0.548794 -0.180945 -0.04 0.06 0.04
H 4.321371 2.860267 -1.370901 0.06 -0.05 -0.01
H 5.715397 2.393476 -3.318582 0.01 0.01 0.00
H 6.180866 0.069828 -4.008680 0.00 0.00 -0.02
H 5.258020 -1.804561 -2.691591 -0.01 -0.01 0.02
H 3.911406 -1.361799 -0.697374 0.02 0.00 0.02
H 3.641861 -0.364678 2.582755 0.00 -0.02 -0.02
H 4.890186 0.367365 4.576600 0.00 -0.01 0.00
H 5.787007 2.669802 4.702579 0.01 0.01 0.01
H 5.452837 4.220932 2.806378 0.01 0.00 0.00
H 4.237510 3.496923 0.810440 0.03 -0.02 0.01
Br -5.908410 4.555243 -0.438080 -0.01 0.01 0.00
C -4.511106 3.401057 -0.025410 0.02 -0.05 0.01
C -3.253395 3.894528 0.297063 0.01 0.03 0.01
C -2.249956 2.995522 0.586610 -0.01 -0.05 0.00
N -2.442998 1.668886 0.576524 -0.01 0.12 -0.06
C -3.658768 1.184248 0.256814 0.04 -0.01 0.01
C -4.710070 2.024472 -0.053769 -0.01 0.02 0.02
C -3.772160 -0.293948 0.186972 -0.01 0.01 -0.05
C -4.993882 -0.941490 0.131354 0.01 0.00 -0.04
C -5.018112 -2.322230 -0.014294 0.05 0.00 0.00
Br -6.640261 -3.232755 -0.075643 -0.01 0.00 -0.01
C -3.814988 -3.009704 -0.117915 -0.05 0.02 -0.02
C -2.643829 -2.289146 -0.020571 0.08 -0.01 -0.03
N -2.608135 -0.965775 0.145660 -0.09 0.02 0.15
H -3.053053 4.956057 0.309959 0.00 0.00 0.00
H -1.246642 3.326661 0.815419 -0.01 0.02 0.00
H -5.672520 1.629690 -0.341421 -0.01 0.00 0.00
H -5.921072 -0.393772 0.205776 -0.01 0.00 0.01
H -3.794780 -4.080097 -0.259823 0.00 -0.01 0.01
H -1.684007 -2.786416 -0.078692 0.01 -0.01 0.03
C -1.442032 2.070055 4.261915 0.02 -0.03 0.01
N -0.024991 2.019427 4.717206 0.01 0.02 0.01
C 0.066239 1.507765 6.118112 0.01 0.01 -0.03
C 0.885445 1.285074 3.736244 -0.01 0.02 0.03
C 0.588607 -0.184287 3.643756 -0.03 0.00 -0.03
C 1.214207 -1.026827 4.558952 -0.02 -0.02 0.02
C 0.938685 -2.386096 4.599735 -0.01 0.02 0.02
C 0.010020 -2.912019 3.718509 -0.01 0.01 0.00
C -0.593585 -2.086759 2.776369 -0.02 -0.01 -0.04
C -0.287391 -0.727036 2.681473 0.13 0.05 0.08
H -2.030650 2.603548 5.003973 -0.01 0.01 -0.01
H -1.801008 1.049332 4.153607 -0.01 0.02 0.01
H -1.482415 2.583811 3.304843 -0.01 -0.01 -0.01
H 0.325730 2.978177 4.733279 -0.03 0.00 0.00
H -0.365156 0.511690 6.152589 0.01 0.01 0.01
H -0.489056 2.181735 6.765334 0.00 -0.01 0.01
H 1.110958 1.479513 6.416751 -0.01 0.00 0.01
H 1.897192 1.464822 4.097475 0.04 -0.03 -0.01
H 0.763900 1.789119 2.780903 -0.01 0.02 -0.02
H 1.930985 -0.611530 5.258530 0.01 0.00 0.00
H 1.424066 -3.015676 5.333126 0.00 -0.01 0.00
H -0.257283 -3.959680 3.769246 0.00 -0.01 -0.01
H -1.326170 -2.520683 2.108794 0.01 0.00 0.02
C 4.155256 -6.281435 1.138412 0.01 0.01 0.00
C 3.002009 -6.553999 0.193716 -0.05 0.01 -0.01
N 2.260136 -5.294114 -0.045358 0.11 -0.04 0.04
C 1.593847 -4.914115 -1.117817 -0.05 0.26 -0.07
S 1.277381 -3.189434 -1.284668 0.03 -0.21 -0.02
N 1.140638 -5.677490 -2.089438 0.07 -0.09 -0.10
C 1.041988 -7.153243 -2.179208 -0.06 0.04 0.03
C 2.045016 -7.728973 -3.162657 -0.01 -0.01 0.00
H 4.697533 -7.206593 1.322834 0.00 0.00 0.00
H 3.797784 -5.913180 2.101308 0.00 0.00 0.01
H 4.853302 -5.559340 0.715123 0.00 0.00 -0.01
H 2.320102 -7.291963 0.616701 0.02 0.00 0.02
H 3.360912 -6.920737 -0.766126 0.00 0.00 0.00
H 2.392065 -4.573138 0.652418 -0.04 -0.05 -0.01
H 0.839487 -5.173801 -2.914879 0.02 -0.03 0.03
H 0.022482 -7.360593 -2.503863 0.01 0.00 -0.01
H 1.145958 -7.566106 -1.180821 0.01 0.00 -0.01
H 1.908801 -7.305936 -4.157768 -0.01 0.00 -0.01
H 1.894854 -8.804838 -3.236811 0.00 -0.01 0.00
H 3.073286 -7.547001 -2.852231 0.01 0.00 0.00
```
Positions in Å, forces in eV/Å.

Q: The lowest net charge belongs to which entry?
A: C38H42Br2ClLuN8O4P

Q: The highest net charge belongs to which entry?
A: C38H42Br2N5O3PtS

Q: What is the formula in the first record?
A: C38H42Br2ClLuN8O4P

Q: Which value of E does entry 1 give?
A: -255715.8681 eV